(1)
The following is a DFT calculation (the ωB97M-V functional and the def2-TZVPD basis) of a molecular structure, C27H32AuBrN9O2.

The geometry in ORCA input format:
```
! wB97M-V def2-TZVPD RIJCOSX def2/J DEFGRID3
* xyz -1 1
Au -0.3736 -0.9175 1.5218
C 4.5689 -1.3837 -1.5832
N 3.2390 -0.8570 -1.8008
C 2.4764 -1.4765 -2.8680
C 2.6120 0.0604 -0.9822
N 1.4073 0.3626 -1.2695
C 0.4780 1.2406 -0.6459
C 0.9728 2.6266 -0.1865
C 0.1767 3.5482 0.3637
C -1.2636 3.4458 0.6782
C -2.0997 2.4458 0.3869
C -1.6618 1.1676 -0.3456
N -2.6445 0.1242 -0.4841
C -3.9142 0.1753 -0.3422
N -4.7571 1.2683 -0.4710
C -4.5303 2.2369 -1.5159
C -5.9834 1.4151 0.2795
N -4.5830 -1.0024 0.0024
C -3.7569 -2.1028 0.4752
C -5.6618 -1.4288 -0.8738
N 3.4778 0.5450 0.0434
C 2.9404 0.7220 1.3870
C 4.4473 1.5406 -0.3794
H 4.5302 -2.4638 -1.4243
H 5.0140 -0.9287 -0.7052
H 5.2096 -1.1891 -2.4508
H 2.9336 -2.4385 -3.1034
H 2.4625 -0.8599 -3.7731
H 1.4472 -1.6271 -2.5515
H 2.0077 2.8764 -0.3663
H 0.6374 4.4933 0.6345
H -1.6656 4.2683 1.2610
H -3.1077 2.4600 0.7909
H -3.8017 1.8383 -2.2098
H -4.1676 3.1996 -1.1459
H -5.4583 2.4115 -2.0715
H -6.0511 0.6382 1.0348
H -6.8662 1.3590 -0.3689
H -6.0018 2.3908 0.7761
H -3.0145 -1.7409 1.1814
H -3.2193 -2.5948 -0.3435
H -4.4037 -2.8308 0.9695
H -6.1075 -0.5740 -1.3773
H -6.4405 -1.9418 -0.3049
H -5.2889 -2.1188 -1.6410
H 1.9962 0.1898 1.4905
H 2.7638 1.7727 1.6345
H 3.6424 0.3124 2.1200
H 4.8358 1.2864 -1.3665
H 5.2838 1.5528 0.3247
H 4.0414 2.5556 -0.4325
Br 1.1628 -4.9100 1.2105
C 2.3465 -3.7345 2.1209
C 3.6833 -3.7400 1.7505
C 4.5723 -2.8956 2.3999
C 4.1163 -2.0488 3.4015
C 2.7798 -2.0672 3.7651
C 1.8717 -2.9145 3.1340
C 0.4406 -2.9721 3.6367
O 0.2531 -3.5391 4.7033
O -0.4537 -2.4160 2.9109
H 4.0204 -4.4046 0.9667
H 5.6179 -2.8960 2.1162
H 4.8075 -1.3829 3.9063
H 2.4206 -1.4283 4.5637
N -0.4545 0.6620 0.3257
C -0.7404 1.5228 -1.5332
C -0.7358 2.1612 -2.7057
C -1.8646 2.6734 -3.4420
N -2.7216 3.1377 -4.0512
C 0.5488 2.4448 -3.3234
N 1.5512 2.6946 -3.8279
*
```

energy relative to the best compared isomer or geometry (same formula, charge and spin) = 149.3 kJ/mol
lowest unoccupied orbital energy = 2.45 eV
HOMO = -4.4 eV
frontier orbital gap = 6.8883 eV

=====

(2)
The following is a DFT calculation (the ωB97M-V functional and the def2-TZVPD basis) of a molecular structure, C27H32AuNO3Se2.

The geometry in ORCA input format:
```
! wB97M-V def2-TZVPD RIJCOSX def2/J DEFGRID3
* xyz 0 3
Au -0.6042 -0.2952 0.2258
O -1.3472 2.8089 -0.4867
C -2.0853 3.0599 0.7039
C -3.5078 2.5919 0.4626
C -3.6254 1.0687 0.3082
C -3.3695 0.3367 1.5958
C -4.3242 0.3686 2.6106
C -4.0897 -0.2868 3.8016
C -2.8991 -0.9818 3.9597
C -2.0003 -0.9814 2.9158
N -2.2216 -0.3338 1.7654
H -0.4068 2.7659 -0.2824
H -2.0807 4.1294 0.9382
H -1.6374 2.5290 1.5506
H -3.8719 3.0664 -0.4512
H -4.1425 2.9363 1.2836
H -2.9337 0.7271 -0.4655
H -4.6344 0.8191 -0.0272
H -5.2461 0.9108 2.4464
H -4.8268 -0.2659 4.5937
H -2.6734 -1.5244 4.8664
H -1.0696 -1.5280 2.9649
O 3.7782 -2.6883 4.4390
C 3.0731 -1.4464 4.4237
C 2.4628 -1.1813 3.0352
C 3.5713 -1.0250 1.9886
O 4.3071 -2.2076 1.7534
C 1.5198 -2.3446 2.7211
Se 0.7775 -2.5029 0.9148
C 1.6916 0.1369 3.2267
Se 1.1308 1.1304 1.6457
H 4.1827 -2.8086 5.3025
H 3.7546 -0.6242 4.6684
H 2.2726 -1.4650 5.1733
H 4.2278 -0.1996 2.3033
H 3.1241 -0.7457 1.0365
H 4.5290 -2.5952 2.6087
H 0.7166 -2.3572 3.4607
H 2.0670 -3.2823 2.8245
H 2.3401 0.8602 3.7296
H 0.8300 -0.0274 3.8756
C 3.3120 1.2462 -5.6212
C 2.4128 0.1934 -5.5266
C 1.8292 -0.1248 -4.3099
C 2.1325 0.6091 -3.1634
C 3.0566 1.6493 -3.2672
C 3.6363 1.9719 -4.4839
C 1.5350 0.3337 -1.8366
C 0.2962 -0.0846 -1.5973
C -0.7730 -0.3902 -2.5658
C -1.1011 -1.7177 -2.8674
C -2.1293 -2.0044 -3.7486
C -2.8559 -0.9744 -4.3342
C -2.5483 0.3452 -4.0290
C -1.5205 0.6398 -3.1473
H 3.7660 1.4926 -6.5724
H 2.1681 -0.3897 -6.4054
H 1.1426 -0.9569 -4.2468
H 3.3171 2.2117 -2.3777
H 4.3453 2.7878 -4.5439
H 2.1766 0.5490 -0.9874
H -0.5304 -2.5144 -2.4038
H -2.3673 -3.0346 -3.9817
H -3.6592 -1.2002 -5.0235
H -3.1133 1.1503 -4.4821
H -1.2872 1.6643 -2.8885
*
```

energy relative to the best compared isomer or geometry (same formula, charge and spin) = 0.0 kJ/mol
<S²> = 2.02
lowest unoccupied orbital energy (spin up / spin down) = 0.26 / -1.50 eV
HOMO (spin up / spin down) = -7.0 / -7.8 eV
frontier orbital gap (spin up / spin down) = 7.2264 / 6.2981 eV

=====

(3)
The following is a DFT calculation (the ωB97M-V functional and the def2-TZVPD basis) of a molecular structure, C27H32BI2N5OP2S2Ti.

The geometry in ORCA input format:
```
! wB97M-V def2-TZVPD RIJCOSX def2/J DEFGRID3
* xyz 0 3
Ti -0.9156 0.1744 -0.1423
C 2.3751 0.7334 1.9002
P 0.7713 1.4239 1.3664
C 1.3447 2.9933 0.6199
C -0.0525 1.9820 2.9086
C 0.6644 2.2956 4.0573
C 0.0162 2.7177 5.2103
C -1.3629 2.8391 5.2152
C -2.0879 2.5327 4.0713
C -1.4570 2.0927 2.9135
P -2.4062 1.6777 1.3818
C -4.0374 1.1467 2.0152
C -2.7934 3.3508 0.7521
H 2.9802 1.4538 2.4513
H 2.9172 0.4499 0.9954
H 2.2342 -0.1619 2.4991
H 1.9304 3.5675 1.3401
H 0.4912 3.5804 0.2840
H 1.9602 2.7765 -0.2553
H 1.7441 2.2106 4.0682
H 0.5887 2.9511 6.0988
H -1.8777 3.1692 6.1083
H -3.1660 2.6302 4.0946
H -4.5447 1.9093 2.6076
H -3.9189 0.2379 2.6061
H -4.6569 0.9050 1.1510
H -3.2982 3.9449 1.5164
H -3.4346 3.2578 -0.1254
H -1.8835 3.8570 0.4332
I -0.8906 4.4751 -3.0570
C 0.3389 2.8010 -3.1752
C 1.3345 2.7386 -4.1661
C 2.1925 1.6758 -4.2415
I 3.6438 1.6672 -5.7347
C 2.0760 0.6095 -3.3084
C 2.9382 -0.5116 -3.2579
C 2.7502 -1.4751 -2.3118
C 1.6740 -1.3537 -1.4150
N 0.8455 -0.3383 -1.4343
C 1.0443 0.6643 -2.3498
C 0.1498 1.7960 -2.2439
O -0.7467 1.8288 -1.3062
H 1.4196 3.5568 -4.8682
H 3.7472 -0.5875 -3.9723
H 3.4008 -2.3363 -2.2508
H 1.4765 -2.1205 -0.6749
C -1.1688 -0.7994 -4.5714
N -0.9003 -1.9206 -3.6893
C -0.0927 -2.9964 -3.9964
C -0.1196 -3.8095 -2.9194
N -0.9284 -3.2390 -1.9571
B -1.2523 -3.9453 -0.5930
N -0.1452 -3.6144 0.4873
C 0.9598 -4.4135 0.7004
C 1.5607 -4.0314 1.8461
N 0.8110 -2.9823 2.3447
C 0.9893 -2.3618 3.6432
C -0.2177 -2.7255 1.4970
S -1.3940 -1.4944 1.7428
C -1.4190 -2.0912 -2.4472
S -2.5279 -1.0003 -1.7146
H -0.2615 -0.5606 -5.1240
H -1.4685 0.0541 -3.9683
H -1.9739 -1.0425 -5.2644
H 0.4184 -3.0785 -4.9388
H 0.3566 -4.7594 -2.7548
H -1.1500 -5.1326 -0.8003
H -2.3200 -3.5992 -0.1904
H 1.2063 -5.2154 0.0276
H 2.4259 -4.4126 2.3580
H 2.0499 -2.3537 3.8891
H 0.4448 -2.9169 4.4073
H 0.5986 -1.3471 3.6108
*
```

energy relative to the best compared isomer or geometry (same formula, charge and spin) = 4.2 kJ/mol
<S²> = 2.01
lowest unoccupied orbital energy (spin up / spin down) = -0.07 / -0.08 eV
HOMO (spin up / spin down) = -6.0 / -7.5 eV
frontier orbital gap (spin up / spin down) = 5.9658 / 7.4134 eV

=====

(4)
The following is a DFT calculation (the ωB97M-V functional and the def2-TZVPD basis) of a molecular structure, C27H32ClIrN8OP.

The geometry in ORCA input format:
```
! wB97M-V def2-TZVPD RIJCOSX def2/J DEFGRID3
* xyz 4 2
Ir -0.8894 -0.3741 -0.4142
C -2.3961 -2.4464 4.7433
N -1.5239 -1.7155 3.8529
C -0.6532 -0.7842 4.5440
C -1.5211 -1.7628 2.5033
N -0.9158 -0.8587 1.7758
N -2.1674 -2.8245 1.9014
C -2.3086 -3.1369 0.5668
N -2.9387 -4.2840 0.3107
N -1.8820 -2.3545 -0.3843
H -1.7991 -3.0116 5.4671
H -3.0869 -3.1280 4.2525
H -2.9961 -1.7304 5.3184
H -0.5020 -1.1296 5.5657
H -1.0870 0.2171 4.6064
H 0.3241 -0.7305 4.0652
H -0.5270 -0.0929 2.3174
H -2.5655 -3.5063 2.5386
H -3.2006 -4.9446 1.0264
H -3.0944 -4.5863 -0.6403
H -2.0714 -2.7145 -1.3172
Cl -0.5501 -0.3784 -3.0258
C 1.0669 -0.6979 -3.5157
C 1.3072 -0.9864 -4.8527
C 2.6013 -1.2612 -5.2627
C 3.6443 -1.2430 -4.3424
C 3.4000 -0.9436 -3.0078
C 2.1070 -0.6568 -2.5730
P 1.7416 -0.2714 -0.8290
C 3.2184 -0.8363 0.0803
C 3.4466 -2.2096 0.2388
C 4.6151 -2.6598 0.8269
C 5.5488 -1.7438 1.2995
C 5.3346 -0.3823 1.1147
C 4.1617 0.0827 0.5459
C 1.7725 1.5389 -0.6464
C 1.6183 2.0255 0.6642
C 1.6883 3.3814 0.9070
C 1.8499 4.2586 -0.1607
C 2.0050 3.7793 -1.4598
C 1.9418 2.4186 -1.7134
H 0.4924 -0.9940 -5.5615
H 2.7924 -1.4914 -6.2993
H 4.6511 -1.4627 -4.6619
H 4.2223 -0.9300 -2.3087
H 2.6947 -2.9143 -0.0905
H 4.7876 -3.7173 0.9486
H 6.4335 -2.0923 1.8134
H 6.1062 0.3259 1.3873
H 4.0076 1.1431 0.4133
H 1.4779 1.3238 1.4769
H 1.5911 3.7621 1.9110
H 1.8374 5.3227 0.0214
H 2.1751 4.4679 -2.2762
H 2.0738 2.0406 -2.7170
C -2.2351 4.3311 -1.1367
N -3.0827 3.1934 -0.8673
C -4.4188 3.3170 -0.7174
C -5.1940 2.2279 -0.4687
C -4.5641 0.9453 -0.4027
N -3.2293 0.8622 -0.5095
C -2.4981 1.9635 -0.7183
O -1.2491 1.8506 -0.7653
N -5.2926 -0.1445 -0.2292
H -2.8290 5.1476 -1.5401
H -1.4610 4.0379 -1.8461
H -1.7451 4.6670 -0.2189
H -4.8273 4.3166 -0.8002
H -6.2592 2.3195 -0.3371
H -6.2966 -0.0786 -0.1458
H -4.8762 -1.0592 -0.2418
*
```

energy relative to the best compared isomer or geometry (same formula, charge and spin) = 237.0 kJ/mol
<S²> = 0.77
lowest unoccupied orbital energy (spin up / spin down) = -12.74 / -15.37 eV
HOMO (spin up / spin down) = -18.9 / -18.9 eV
frontier orbital gap (spin up / spin down) = 6.1851 / 3.5603 eV

=====

(5)
The following is a DFT calculation (the ωB97M-V functional and the def2-TZVPD basis) of a molecular structure, C27H32F5N2OPdSe2Te2.

The geometry in ORCA input format:
```
! wB97M-V def2-TZVPD RIJCOSX def2/J DEFGRID3
* xyz 1 5
Pd -0.3074 3.0472 0.0214
Te 1.3386 3.3556 -1.9590
C 2.9466 3.3835 -0.6149
C 3.6311 4.5658 -0.3524
C 4.7444 4.5310 0.4737
C 5.1648 3.3272 1.0207
C 4.4746 2.1530 0.7519
C 3.3526 2.1741 -0.0608
H 3.3060 5.5027 -0.7864
H 5.2850 5.4436 0.6854
H 6.0345 3.3037 1.6636
H 4.8050 1.2189 1.1861
H 2.7963 1.2659 -0.2463
F -3.5922 0.0055 0.4827
Te -2.5679 1.4348 1.2163
F -4.1425 2.3741 1.3884
F 0.6674 1.6842 1.1442
F -1.7055 3.0535 1.9605
F -2.9092 0.7635 2.9601
O -2.2010 2.1959 -0.4983
Se -0.9167 4.8364 -1.5103
C -0.3757 6.3967 -0.5580
C -0.0734 7.5385 -1.2930
C 0.2753 8.6993 -0.6212
C 0.3218 8.7121 0.7668
C 0.0132 7.5684 1.4904
C -0.3417 6.4008 0.8321
H -0.1063 7.5214 -2.3748
H 0.5110 9.5933 -1.1824
H 0.5949 9.6202 1.2872
H 0.0390 7.5835 2.5715
H -0.6079 5.5164 1.3988
C -2.9560 -4.7406 -3.6496
C -2.9754 -3.6398 -2.5952
C -2.2252 -2.3805 -3.0227
C -0.7078 -2.5282 -3.0471
N -0.1627 -2.8281 -1.7176
C -0.1150 -1.9558 -0.6980
Se -0.5359 -0.1279 -0.7891
N 0.3344 -2.5741 0.4050
C 0.3989 -1.9608 1.7452
C -0.9524 -2.0142 2.4467
C -1.4256 -3.4147 2.8313
C -0.6591 -4.0030 4.0099
C 0.5915 -3.8981 0.0885
C 1.0858 -4.9511 0.8571
C 1.2170 -6.1663 0.2248
C 0.8775 -6.3361 -1.1307
C 0.3965 -5.2964 -1.8935
C 0.2590 -4.0647 -1.2544
H -3.5548 -5.5949 -3.3360
H -1.9479 -5.1109 -3.8467
H -3.3632 -4.3792 -4.5954
H -2.5652 -4.0149 -1.6513
H -4.0082 -3.3648 -2.3773
H -2.4884 -1.5449 -2.3663
H -2.5354 -2.0875 -4.0292
H -0.2319 -1.6103 -3.3928
H -0.3888 -3.3359 -3.7032
H 0.7377 -0.9314 1.6212
H 1.1688 -2.4959 2.2996
H -1.6977 -1.5410 1.8044
H -0.8765 -1.3922 3.3420
H -1.3644 -4.0842 1.9673
H -2.4854 -3.3561 3.0837
H 0.4136 -4.0777 3.8143
H -1.0144 -5.0041 4.2527
H -0.7823 -3.3815 4.8980
H 1.3438 -4.8256 1.8987
H 1.5905 -7.0147 0.7812
H 1.0029 -7.3097 -1.5839
H 0.1475 -5.4328 -2.9357
*
```

energy relative to the best compared isomer or geometry (same formula, charge and spin) = 128.8 kJ/mol
<S²> = 6.06
lowest unoccupied orbital energy (spin up / spin down) = -4.09 / -5.62 eV
HOMO (spin up / spin down) = -10.8 / -11.5 eV
frontier orbital gap (spin up / spin down) = 6.7178 / 5.9086 eV

=====

(6)
The following is a DFT calculation (the ωB97M-V functional and the def2-TZVPD basis) of C27H32N2O3 in the gas phase.

The geometry in ORCA input format:
```
! wB97M-V def2-TZVPD RIJCOSX def2/J DEFGRID3
* xyz 0 1
C -6.1735 1.7835 -1.6947
O -5.2513 0.7546 -1.4368
C -4.9759 0.4254 -0.1320
C -5.6243 1.0115 0.9466
C -5.3322 0.6173 2.2400
C -4.4210 -0.3894 2.4633
C -3.7501 -0.9873 1.3992
O -2.8626 -1.9605 1.7621
C -2.5749 -3.0315 0.8876
C -3.9824 -0.5487 0.0858
O -3.2389 -1.1434 -0.9057
C -2.8538 -0.4255 -2.0623
C -2.1071 0.8977 -1.8002
N -0.8048 0.8332 -1.1797
C 0.1771 0.0378 -1.8849
C 1.5590 0.3325 -1.3048
N 1.5629 -0.0267 0.0992
C 2.8828 -0.0548 0.7293
C 3.6839 -1.2442 0.2420
C 3.0432 -2.3542 -0.2938
C 3.7699 -3.4567 -0.7057
C 5.1481 -3.4707 -0.5759
C 5.7922 -2.3790 -0.0195
C 5.0653 -1.2750 0.3898
C 3.6181 1.2631 0.5921
C 3.5218 2.2161 1.5991
C 4.1178 3.4573 1.4607
C 4.8190 3.7654 0.3081
C 4.9238 2.8229 -0.7008
C 4.3272 1.5828 -0.5611
C 0.5854 0.7765 0.8040
C -0.7981 0.4860 0.2271
H -5.8561 2.7327 -1.2512
H -6.1983 1.8848 -2.7791
H -7.1751 1.5278 -1.3347
H -6.3677 1.7742 0.7848
H -5.8392 1.0861 3.0688
H -4.1939 -0.7357 3.4582
H -1.8012 -2.7720 0.1613
H -3.4668 -3.3630 0.3531
H -2.2110 -3.8372 1.5271
H -2.2003 -1.1255 -2.5903
H -3.7212 -0.2140 -2.6948
H -1.9816 1.3854 -2.7728
H -2.7322 1.5415 -1.1766
H 0.1568 0.3076 -2.9437
H -0.0166 -1.0448 -1.7895
H 2.3089 -0.2642 -1.8278
H 1.7813 1.4023 -1.4567
H 2.6916 -0.2256 1.7994
H 1.9679 -2.3438 -0.3788
H 3.2582 -4.3109 -1.1255
H 5.7167 -4.3306 -0.8984
H 6.8661 -2.3865 0.0983
H 5.5761 -0.4301 0.8293
H 2.9793 1.9818 2.5048
H 4.0350 4.1847 2.2553
H 5.2847 4.7337 0.1975
H 5.4730 3.0544 -1.6020
H 4.4259 0.8504 -1.3490
H 0.5943 0.5037 1.8620
H 0.7946 1.8563 0.7114
H -1.5476 1.0872 0.7473
H -1.0216 -0.5774 0.3935
*
```

lowest unoccupied orbital energy = 0.77 eV
HOMO = -8.0 eV
frontier orbital gap = 8.7355 eV

=====

Quick rundown of electronic energy, same order as above: -119756.688; -170533.826; -118263.613; -67098.163; -195884.482; -37639.599 eV
Quick rundown of molar mass, same order as above: 791.5; 773.4; 881.2; 743.3; 1015.1; 432.6 g mol⁻¹